Entry 1:
DFT (ωB97M-V/def2-TZVPD) results for a structure of composition C36H89N9O5P2Si2 at a distorted geometry.

## Properties
Frontier orbital gap, eV: 8.94
ΔE to the lowest compared entry with this formula, charge and spin, kcal/mol: 0.0
LUMO level, eV: 0.3
Charge: 0

CARTESIAN COORDINATES (ANGSTROEM)
C: 0.900 0.996 3.696
C: 1.087 -0.364 3.006
C: 1.604 -0.203 1.566
C: 1.167 -1.337 0.602
C: 0.701 -0.728 -0.722
C: 0.640 -1.732 -1.888
C: 0.542 -0.975 -3.227
C: -0.902 -0.458 -3.446
C: -1.597 -0.994 -4.715
C: -2.698 -0.016 -5.182
C: -3.603 0.476 -4.029
C: -3.847 2.001 -4.019
C: -2.960 2.698 -2.958
C: -3.681 3.458 -1.824
C: -3.079 3.117 -0.444
C: -2.180 4.185 0.194
C: -1.265 4.920 -0.793
C: 0.036 4.157 -1.067
C: 1.150 5.081 -1.574
C: 2.561 4.486 -1.363
Si: 2.949 3.084 -2.529
C: 2.902 3.743 -4.298
N: 1.553 3.642 -4.910
O: 4.476 2.516 -2.159
Si: 4.961 0.968 -2.487
C: 5.524 0.849 -4.274
C: 6.235 -0.436 -4.633
N: 6.059 -1.094 -5.695
C: 6.344 0.618 -1.247
O: 6.946 -0.685 -1.403
N: 6.053 -1.674 -0.945
O: 6.294 -2.709 -1.425
H: 0.449 1.720 3.015
H: 0.256 0.919 4.573
H: 1.866 1.394 4.011
H: 0.154 -0.927 3.018
H: 1.848 -0.897 3.583
H: 1.171 0.725 1.179
H: 2.690 -0.094 1.555
H: 2.019 -1.991 0.423
H: 0.333 -1.877 1.050
H: -0.300 -0.300 -0.615
H: 1.426 0.036 -1.021
H: 1.514 -2.384 -1.888
H: -0.263 -2.343 -1.794
H: 1.181 -0.092 -3.134
H: 0.881 -1.586 -4.064
H: -0.908 0.632 -3.494
H: -1.478 -0.795 -2.584
H: -0.842 -1.069 -5.500
H: -2.044 -1.971 -4.517
H: -3.327 -0.512 -5.924
H: -2.215 0.827 -5.685
H: -4.577 -0.004 -4.155
H: -3.235 0.158 -3.058
H: -4.907 2.210 -3.864
H: -3.614 2.400 -5.009
H: -2.313 3.405 -3.490
H: -2.304 1.938 -2.537
H: -4.726 3.137 -1.826
H: -3.674 4.525 -2.037
H: -2.560 2.158 -0.470
H: -3.922 2.958 0.236
H: -1.520 3.663 0.891
H: -2.726 4.913 0.796
H: -0.973 5.868 -0.329
H: -1.751 5.190 -1.732
H: -0.124 3.402 -1.841
H: 0.410 3.715 -0.140
H: 1.020 5.318 -2.636
H: 1.119 6.039 -1.049
H: 3.313 5.271 -1.480
H: 2.634 4.131 -0.329
H: 1.898 2.037 -2.433
H: 3.625 3.182 -4.894
H: 3.230 4.786 -4.306
H: 1.512 2.835 -5.519
H: 0.846 3.487 -4.201
H: 3.852 0.008 -2.289
H: 6.151 1.707 -4.538
H: 4.631 0.903 -4.907
H: 6.969 -0.832 -3.932
H: 5.359 -0.638 -6.284
H: 5.900 0.686 -0.249
H: 7.134 1.362 -1.338
O: -2.465 2.701 3.176
P: -3.041 2.911 4.516
N: -1.795 3.601 5.444
C: -1.639 3.557 6.885
C: -1.400 4.903 4.914
N: -3.380 1.277 5.039
C: -2.795 0.707 6.246
C: -3.205 0.286 3.971
N: -4.426 3.655 5.149
C: -5.053 3.180 6.368
C: -5.453 3.763 4.090
H: -2.313 4.246 7.417
H: -0.618 3.856 7.133
H: -1.764 2.560 7.283
H: -2.168 5.671 5.087
H: -1.215 4.835 3.842
H: -0.475 5.231 5.388
H: -1.699 0.650 6.202
H: -3.183 -0.306 6.378
H: -3.088 1.236 7.151
H: -2.152 0.038 3.793
H: -3.635 0.630 3.035
H: -3.733 -0.627 4.256
H: -5.506 2.190 6.251
H: -5.839 3.893 6.625
H: -4.368 3.167 7.213
H: -5.812 2.776 3.769
H: -5.048 4.278 3.218
H: -6.307 4.339 4.448
O: 1.059 -4.517 -0.119
P: 1.049 -5.990 -0.097
N: -0.556 -6.437 -0.434
C: -1.226 -7.670 -0.066
C: -0.957 -6.003 -1.770
N: 1.463 -6.344 1.565
C: 0.587 -7.110 2.441
C: 1.883 -5.154 2.315
N: 1.937 -7.233 -0.832
C: 2.141 -8.510 -0.175
C: 3.246 -6.706 -1.276
H: -0.936 -8.527 -0.693
H: -2.302 -7.532 -0.194
H: -1.078 -7.924 0.974
H: -0.462 -6.586 -2.561
H: -0.714 -4.950 -1.914
H: -2.035 -6.112 -1.888
H: -0.384 -6.623 2.604
H: 1.076 -7.227 3.411
H: 0.420 -8.126 2.091
H: 1.038 -4.532 2.630
H: 2.560 -4.536 1.733
H: 2.426 -5.481 3.206
H: 2.778 -8.432 0.712
H: 2.629 -9.168 -0.896
H: 1.205 -8.997 0.093
H: 3.873 -6.406 -0.425
H: 3.109 -5.836 -1.920
H: 3.784 -7.461 -1.849

=====

Entry 2:
DFT (ωB97M-V/def2-TZVPD) results for a structure of composition B2Cd2H36O18P at a distorted geometry.

## Properties
Frontier orbital gap, eV: 8.08
ΔE to the lowest compared entry with this formula, charge and spin, kcal/mol: 0.0
LUMO level, eV: 1.4
Charge: -1

CARTESIAN COORDINATES (ANGSTROEM)
Cd: 8.299 3.213 -3.291
Cd: 8.253 5.052 -8.418
P: 8.252 4.057 -5.893
O: 8.479 4.886 -4.580
O: 8.030 2.622 -5.335
O: 9.456 4.176 -6.894
O: 7.091 4.547 -6.805
B: 7.905 7.339 -8.241
H: 7.562 8.405 -7.868
H: 7.073 6.586 -7.952
H: 8.150 7.414 -9.407
H: 8.833 6.962 -7.647
B: 8.681 4.210 -1.087
H: 8.344 3.092 -1.154
H: 9.306 4.433 -2.041
H: 7.771 4.962 -1.005
H: 9.342 4.346 -0.111
O: 4.850 3.687 -7.872
H: 4.988 3.926 -8.792
H: 5.684 3.964 -7.401
O: 8.013 2.951 -9.160
H: 7.557 2.402 -8.494
H: 7.831 2.521 -10.003
O: 5.927 1.265 -6.419
H: 5.359 1.978 -6.743
H: 6.703 1.716 -6.006
O: 10.928 5.722 -3.704
H: 11.088 5.328 -2.842
H: 10.008 5.445 -3.937
O: 7.524 1.107 -2.942
H: 8.243 0.470 -3.043
H: 6.744 0.669 -3.305
O: 11.729 5.559 -6.358
H: 10.887 5.118 -6.608
H: 11.584 5.871 -5.452
O: 10.269 2.182 -3.297
H: 10.421 1.671 -2.493
H: 11.022 1.991 -3.874
O: 9.391 0.405 -6.045
H: 8.831 1.201 -5.847
H: 8.796 -0.343 -5.929
O: 4.738 7.184 -7.113
H: 4.589 7.952 -7.671
H: 5.657 6.920 -7.314
O: 8.090 7.604 -4.504
H: 8.225 6.642 -4.662
H: 8.132 8.001 -5.382
O: 9.945 5.258 -9.735
H: 10.363 4.423 -9.982
H: 10.349 5.927 -10.300
O: 6.166 3.755 -3.143
H: 5.848 4.533 -3.687
H: 5.359 3.438 -2.727
O: 11.045 2.166 -7.773
H: 11.183 2.352 -8.705
H: 10.577 2.965 -7.415
O: 5.335 5.736 -4.673
H: 4.646 6.258 -5.101
H: 5.982 5.578 -5.378

=====

Entry 3:
DFT (ωB97M-V/def2-TZVPD) results for a cluster of 2 separate species, C2H3ClF2 in total at a distorted geometry.

## Properties
Frontier orbital gap (alpha / beta), eV: 9.01 / 8.58
ΔE to the lowest compared entry with this formula, charge and spin, kcal/mol: 117.0
LUMO level (alpha / beta), eV: 0.3 / -0.2
Charge: 0

CARTESIAN COORDINATES (ANGSTROEM)
C: 1.779 0.340 1.029
C: -1.448 -0.313 -1.138
F: -2.314 -0.124 -2.240
F: -1.041 -1.566 -0.873
Cl: 0.233 -0.202 1.148
H: 1.882 1.352 0.538
H: 2.504 0.096 1.880
H: -1.596 0.417 -0.344

=====

Entry 4:
DFT (ωB97M-V/def2-TZVPD) results for a structure of composition C6H9N4 at a distorted geometry.

## Properties
Frontier orbital gap, eV: 8.77
ΔE to the lowest compared entry with this formula, charge and spin, kcal/mol: 58.9
LUMO level, eV: -5.3
Charge: +1

CARTESIAN COORDINATES (ANGSTROEM)
C: 3.181 0.308 0.043
C: 1.182 0.662 -0.059
C: -0.167 1.137 -0.076
C: 0.251 -1.633 -0.098
C: -0.987 -0.921 0.497
C: -2.462 1.000 -0.180
N: 2.307 1.318 0.048
N: 2.724 -0.921 -0.090
N: 1.403 -0.711 -0.087
N: -1.166 0.422 -0.009
H: 4.301 0.509 0.047
H: -0.224 2.152 -0.380
H: 0.531 -2.603 0.382
H: 0.113 -1.827 -1.201
H: -1.853 -1.393 0.323
H: -0.934 -0.798 1.566
H: -2.471 1.305 -1.260
H: -2.551 1.751 0.544
H: -3.180 0.242 -0.010